Molecular formula: C32H26IN2O5PReS
Method: DFT, wB97M-V/def2-TZVPD

Multiplicity: 2
E_LUMO (spin up / spin down) (Ha): -0.308 / -0.276
ΔE to the lowest compared entry with this formula, charge and spin (kcal per mole): 0.0
<S²>: 0.845
HOMO energy (spin up / spin down) (eV): -14.1849 / -14.3256
Gap between HOMO and LUMO (spin up / spin down) (eV): 5.80 / 6.82
Charge: +2
Total energy (hartree): -2835.7324

Geometry (Å):
Re (0.44, 0.52, 0.11)
C (-3.80, 0.02, -1.50)
C (-3.50, 1.38, -0.99)
N (-4.49, 2.26, -0.86)
C (-4.18, 3.49, -0.40)
C (-2.91, 3.93, -0.02)
C (-2.75, 5.34, 0.51)
O (-1.72, 6.05, -0.16)
C (-1.87, 3.04, -0.13)
C (-0.50, 3.49, 0.09)
N (0.51, 2.71, 0.12)
C (1.82, 3.32, 0.15)
C (2.09, 4.45, 0.91)
C (3.36, 5.02, 0.86)
C (4.35, 4.47, 0.05)
C (4.09, 3.33, -0.70)
C (2.83, 2.77, -0.62)
I (2.41, 1.01, -1.66)
C (-2.16, 1.74, -0.63)
O (-1.23, 0.83, -0.82)
H (-4.87, -0.09, -1.64)
H (-3.43, -0.74, -0.80)
H (-3.29, -0.16, -2.45)
H (-5.02, 4.18, -0.34)
H (-2.47, 5.30, 1.56)
H (-3.70, 5.85, 0.45)
H (-2.08, 6.47, -0.95)
H (-0.35, 4.57, 0.11)
H (1.33, 4.87, 1.56)
H (3.57, 5.90, 1.46)
H (5.33, 4.92, 0.02)
H (4.86, 2.89, -1.31)
O (1.71, 0.19, 1.69)
S (0.62, -0.19, 2.71)
O (0.74, 0.36, 4.00)
O (-0.60, 0.24, 1.92)
C (0.62, -1.93, 2.75)
C (0.73, -2.54, 3.99)
C (0.77, -3.92, 4.05)
C (0.71, -4.67, 2.89)
C (0.60, -4.05, 1.65)
C (0.54, -2.66, 1.55)
P (0.38, -1.89, -0.09)
C (1.87, -2.48, -0.96)
C (1.93, -2.66, -2.35)
C (3.15, -2.95, -2.96)
C (4.30, -3.05, -2.20)
C (4.25, -2.86, -0.82)
C (3.04, -2.58, -0.21)
C (-1.17, -2.56, -0.75)
C (-1.46, -2.57, -2.12)
C (-2.67, -3.09, -2.57)
C (-3.60, -3.56, -1.66)
C (-3.34, -3.50, -0.30)
C (-2.13, -3.00, 0.16)
H (0.79, -1.93, 4.88)
H (0.85, -4.41, 5.01)
H (0.75, -5.75, 2.94)
H (0.55, -4.65, 0.75)
H (1.05, -2.59, -2.97)
H (3.18, -3.11, -4.03)
H (5.25, -3.28, -2.68)
H (5.14, -2.95, -0.22)
H (3.01, -2.44, 0.87)
H (-0.77, -2.18, -2.85)
H (-2.88, -3.12, -3.63)
H (-4.54, -3.97, -2.02)
H (-4.08, -3.86, 0.41)
H (-1.95, -2.97, 1.22)

---

Molecular formula: C32H26IrN7O11Si
Method: DFT, wB97M-V/def2-TZVPD

Multiplicity: 6
E_LUMO (spin up / spin down) (Ha): 0.065 / -0.009
ΔE to the lowest compared entry with this formula, charge and spin (kcal per mole): 14.9
<S²>: 8.770
HOMO energy (spin up / spin down) (eV): -6.0978 / -6.6966
Gap between HOMO and LUMO (spin up / spin down) (eV): 7.87 / 6.44
Charge: -1
Total energy (hartree): -2839.4662

Geometry (Å):
Ir (-0.04, 0.13, 0.13)
O (-0.02, -1.41, 1.71)
N (-0.49, -2.56, 1.45)
N (-1.19, -2.58, 0.39)
O (-1.37, -1.52, -0.35)
C (-1.79, -3.82, -0.04)
C (-2.43, -3.84, -1.26)
C (-3.03, -5.01, -1.69)
C (-2.99, -6.15, -0.90)
C (-2.34, -6.11, 0.33)
C (-1.74, -4.94, 0.77)
H (-2.45, -2.94, -1.86)
H (-3.53, -5.04, -2.65)
H (-3.45, -7.07, -1.23)
H (-2.31, -6.99, 0.96)
H (-1.23, -4.90, 1.73)
O (-0.05, 2.16, -3.59)
C (0.37, 1.42, -2.73)
O (-0.17, 1.36, -1.53)
C (1.58, 0.56, -3.00)
C (2.27, 0.83, -4.17)
C (3.40, 0.12, -4.50)
C (3.91, -0.86, -3.66)
C (3.21, -1.12, -2.52)
C (2.03, -0.45, -2.13)
O (1.46, -0.83, -1.02)
N (3.72, -2.17, -1.62)
O (3.12, -3.22, -1.58)
O (4.73, -1.92, -0.98)
N (4.09, 0.39, -5.77)
O (5.11, -0.24, -6.00)
O (3.62, 1.22, -6.51)
H (1.89, 1.60, -4.82)
H (4.81, -1.40, -3.91)
O (-1.61, 1.33, 0.97)
N (-1.49, 2.62, 0.85)
C (-2.02, 3.18, -0.18)
C (-2.85, 2.47, -1.13)
N (-3.60, 1.94, -1.82)
C (-1.86, 4.61, -0.31)
N (-1.75, 5.75, -0.46)
C (3.42, -0.83, 2.09)
C (3.12, 0.37, 3.00)
C (4.39, 0.78, 3.76)
C (2.00, 0.03, 3.99)
Si (2.50, 1.82, 1.93)
O (1.21, 1.33, 1.03)
C (3.86, 2.36, 0.76)
C (4.19, 1.50, -0.30)
C (5.12, 1.86, -1.26)
C (5.74, 3.10, -1.19)
C (5.43, 3.97, -0.16)
C (4.50, 3.60, 0.81)
C (2.04, 3.20, 3.12)
C (3.00, 3.95, 3.82)
C (2.63, 4.99, 4.66)
C (1.29, 5.32, 4.81)
C (0.32, 4.59, 4.13)
C (0.70, 3.54, 3.30)
H (3.60, -1.72, 2.70)
H (4.30, -0.66, 1.48)
H (2.58, -1.06, 1.44)
H (4.78, -0.07, 4.32)
H (4.19, 1.58, 4.47)
H (5.18, 1.11, 3.07)
H (2.30, -0.80, 4.64)
H (1.09, -0.28, 3.47)
H (1.75, 0.88, 4.63)
H (3.70, 0.54, -0.37)
H (5.35, 1.17, -2.07)
H (6.46, 3.39, -1.95)
H (5.91, 4.94, -0.10)
H (4.25, 4.31, 1.59)
H (4.05, 3.71, 3.73)
H (3.39, 5.55, 5.19)
H (1.00, 6.15, 5.45)
H (-0.73, 4.83, 4.25)
H (-0.06, 2.98, 2.77)

---

Molecular formula: C32H26NO5S
Method: DFT, wB97M-V/def2-TZVPD

E_LUMO (Ha): 0.072
ΔE to the lowest compared entry with this formula, charge and spin (kcal per mole): 0.0
HOMO energy (eV): -3.7002
Gap between HOMO and LUMO (eV): 5.65
Charge: -1
Total energy (hartree): -2064.0628

Geometry (Å):
O (2.76, 2.80, 3.99)
C (3.11, 1.61, 4.07)
O (3.49, 0.80, 4.93)
C (3.02, 0.87, 2.66)
C (3.94, -0.35, 2.50)
C (3.07, -1.49, 2.90)
C (3.45, -2.80, 3.20)
C (2.47, -3.70, 3.62)
C (1.13, -3.27, 3.78)
C (0.77, -1.94, 3.53)
C (1.75, -1.06, 3.03)
N (1.70, 0.30, 2.79)
C (0.58, 1.07, 2.82)
C (-0.65, 0.62, 2.52)
C (-1.90, 1.38, 2.50)
C (-2.93, 0.58, 3.20)
C (-3.53, 1.01, 4.39)
C (-4.58, 0.31, 4.96)
C (-5.02, -0.87, 4.36)
C (-4.49, -1.30, 3.14)
C (-3.41, -0.62, 2.59)
C (-2.65, 2.01, 1.15)
C (-1.59, 2.07, 0.04)
O (-0.95, 1.02, -0.13)
C (-1.39, 3.16, -0.98)
C (-1.91, 4.49, -0.97)
C (-1.93, 5.34, -2.10)
C (-1.35, 4.82, -3.30)
C (-0.74, 3.50, -3.40)
C (-0.76, 2.73, -2.19)
S (-4.10, 3.01, 0.42)
O (-4.25, 2.86, -1.03)
O (-4.30, 4.35, 0.92)
C (-5.43, 2.01, 1.05)
C (-5.81, 0.88, 0.32)
C (-6.87, 0.09, 0.76)
C (-7.55, 0.44, 1.93)
C (-7.17, 1.56, 2.66)
C (-6.10, 2.36, 2.22)
H (3.01, 1.60, 1.85)
H (4.23, -0.41, 1.44)
H (4.82, -0.23, 3.13)
H (4.50, -3.06, 3.09)
H (2.75, -4.74, 3.82)
H (0.40, -4.00, 4.12)
H (-0.24, -1.60, 3.74)
H (0.71, 2.09, 3.03)
H (-0.76, -0.36, 2.07)
H (-1.82, 2.44, 2.71)
H (-3.17, 1.93, 4.85)
H (-5.00, 0.59, 5.91)
H (-5.87, -1.44, 4.76)
H (-4.82, -2.20, 2.64)
H (-2.94, -0.94, 1.66)
H (-3.22, 1.05, 0.85)
H (-2.30, 4.92, -0.07)
H (-2.41, 6.38, -2.09)
H (-1.35, 5.43, -4.24)
H (-0.28, 3.05, -4.36)
H (-0.35, 1.72, -2.20)
H (-5.28, 0.64, -0.60)
H (-7.16, -0.78, 0.17)
H (-8.40, -0.17, 2.25)
H (-7.71, 1.84, 3.57)
H (-5.81, 3.24, 2.77)

---

Molecular formula: C32H26O14S
Method: DFT, wB97M-V/def2-TZVPD

E_LUMO (Ha): -0.074
HOMO energy (eV): -9.9793
Gap between HOMO and LUMO (eV): 7.95
Total energy (hartree): -2686.1617

Geometry (Å):
C (-6.87, 3.23, 7.25)
C (-5.31, 3.51, 7.74)
O (-4.67, 4.29, 6.68)
S (-3.47, 3.41, 5.84)
O (-3.64, 3.86, 4.35)
O (-3.75, 1.73, 5.82)
O (-4.86, 1.47, 5.20)
H (-6.87, 2.90, 6.10)
H (-7.46, 4.25, 7.37)
H (-7.37, 2.40, 7.93)
H (-5.40, 4.22, 8.69)
H (-4.73, 2.55, 8.09)
H (-5.28, 0.70, 5.70)
C (-2.42, 4.21, 1.40)
C (-3.23, 3.83, 0.40)
C (-2.83, 3.99, -1.01)
O (-3.57, 3.65, -1.92)
C (-1.50, 4.58, -1.28)
C (-0.70, 4.96, -0.28)
C (-1.10, 4.80, 1.13)
O (-0.36, 5.14, 2.05)
H (-2.70, 4.10, 2.44)
H (-4.21, 3.40, 0.58)
H (-1.22, 4.69, -2.32)
H (0.28, 5.39, -0.46)
C (2.24, 1.93, -2.04)
C (2.29, 0.68, -1.58)
C (1.47, -0.39, -2.18)
O (1.51, -1.54, -1.76)
C (0.60, -0.02, -3.32)
C (0.55, 1.23, -3.78)
C (1.37, 2.30, -3.18)
O (1.33, 3.45, -3.60)
H (2.84, 2.73, -1.61)
H (2.92, 0.39, -0.75)
H (0.00, -0.82, -3.75)
H (-0.08, 1.52, -4.61)
C (-5.40, -4.33, 6.21)
C (-6.34, -3.38, 6.30)
C (-6.24, -2.13, 5.52)
O (-7.09, -1.26, 5.60)
C (-5.07, -1.97, 4.64)
C (-4.13, -2.92, 4.55)
C (-4.23, -4.17, 5.33)
O (-3.38, -5.04, 5.25)
H (-5.46, -5.25, 6.78)
H (-7.21, -3.48, 6.94)
H (-5.01, -1.05, 4.07)
H (-3.27, -2.82, 3.91)
C (4.92, -3.06, -2.17)
C (3.91, -3.55, -2.89)
C (4.12, -4.66, -3.85)
O (3.20, -5.11, -4.51)
C (5.49, -5.20, -3.96)
C (6.50, -4.70, -3.24)
C (6.29, -3.59, -2.29)
O (7.21, -3.14, -1.62)
H (4.77, -2.24, -1.47)
H (2.90, -3.17, -2.82)
H (5.63, -6.01, -4.67)
H (7.51, -5.08, -3.32)
C (5.30, -2.18, -6.71)
C (5.84, -2.20, -7.93)
C (6.97, -1.31, -8.28)
O (7.47, -1.32, -9.40)
C (7.47, -0.40, -7.23)
C (6.92, -0.38, -6.01)
C (5.79, -1.27, -5.66)
O (5.29, -1.25, -4.54)
H (4.47, -2.82, -6.44)
H (5.49, -2.86, -8.71)
H (8.29, 0.25, -7.50)
H (7.27, 0.29, -5.23)

---

Molecular formula: C32H27Cl2N6O3PbS
Method: DFT, wB97M-V/def2-TZVPD

E_LUMO (Ha): -0.176
HOMO energy (eV): -10.3106
Gap between HOMO and LUMO (eV): 5.51
Charge: +1
Total energy (hartree): -3301.1025

Geometry (Å):
Pb (-1.00, 0.06, -0.52)
Cl (4.73, -1.32, -4.48)
C (3.08, -1.30, -4.02)
C (2.48, -0.15, -3.70)
C (1.08, -0.12, -3.30)
N (0.43, 0.94, -3.05)
C (0.95, 2.23, -3.29)
O (1.29, 2.57, -4.40)
C (0.94, 3.17, -2.12)
C (1.03, 4.53, -2.36)
C (1.03, 5.38, -1.27)
C (0.96, 4.84, 0.00)
C (0.88, 3.46, 0.14)
N (0.86, 2.63, -0.90)
C (0.34, -1.43, -3.18)
C (1.03, -2.62, -3.60)
C (2.32, -2.57, -3.98)
Cl (3.13, -4.01, -4.40)
N (-0.85, -1.37, -2.70)
C (-1.78, -2.42, -2.85)
O (-1.70, -3.28, -3.69)
C (-3.01, -2.31, -1.98)
C (-4.03, -3.24, -2.17)
C (-5.17, -3.14, -1.40)
C (-5.26, -2.13, -0.46)
C (-4.20, -1.25, -0.33)
N (-3.10, -1.33, -1.07)
H (3.03, 0.78, -3.76)
H (1.10, 4.89, -3.38)
H (1.09, 6.45, -1.41)
H (0.96, 5.46, 0.88)
H (0.82, 3.00, 1.12)
H (0.52, -3.57, -3.57)
H (-3.90, -4.00, -2.92)
H (-5.98, -3.84, -1.53)
H (-6.13, -2.01, 0.17)
H (-4.22, -0.45, 0.41)
C (-2.20, 1.16, 2.76)
N (-1.71, 0.07, 1.93)
C (-1.59, -1.10, 2.45)
C (-1.06, -2.20, 1.72)
C (-0.89, -3.53, 2.10)
C (-0.32, -4.18, 1.00)
C (-0.16, -3.21, 0.01)
N (-0.61, -2.01, 0.43)
C (-1.14, 1.78, 3.64)
C (0.21, 1.69, 3.32)
C (1.17, 2.32, 4.11)
C (0.79, 3.03, 5.24)
C (-0.56, 3.11, 5.57)
C (-1.51, 2.49, 4.77)
H (-3.03, 0.82, 3.39)
H (-2.60, 1.93, 2.10)
H (-1.90, -1.28, 3.49)
H (-1.15, -3.95, 3.06)
H (-0.04, -5.22, 0.93)
H (0.28, -3.34, -0.97)
H (0.52, 1.13, 2.45)
H (2.22, 2.24, 3.85)
H (1.53, 3.51, 5.86)
H (-0.87, 3.66, 6.45)
H (-2.56, 2.56, 5.04)
C (4.07, 0.48, -0.34)
S (2.52, 0.17, 0.50)
C (2.99, -1.28, 1.42)
O (1.58, -0.34, -0.57)
H (4.42, -0.44, -0.81)
H (4.79, 0.85, 0.39)
H (3.86, 1.25, -1.08)
H (3.45, -2.00, 0.75)
H (2.07, -1.68, 1.84)
H (3.67, -0.99, 2.23)

---

Molecular formula: C32H27Cl5N7NiO3S
Method: DFT, wB97M-V/def2-TZVPD

Multiplicity: 3
E_LUMO (spin up / spin down) (Ha): 0.080 / 0.080
ΔE to the lowest compared entry with this formula, charge and spin (kcal per mole): 0.0
<S²>: 2.050
HOMO energy (spin up / spin down) (eV): -1.8171 / -4.3522
Gap between HOMO and LUMO (spin up / spin down) (eV): 3.99 / 6.52
Charge: -1
Total energy (hartree): -6052.2207

Geometry (Å):
Ni (0.28, 0.04, -1.41)
C (1.54, 4.97, -0.27)
C (2.41, 3.79, -0.43)
N (3.69, 3.72, -0.20)
N (4.05, 2.45, -0.51)
C (3.00, 1.72, -0.97)
S (2.90, 0.19, -1.55)
N (1.95, 2.60, -0.90)
N (0.66, 2.24, -1.25)
H (2.11, 5.79, 0.16)
H (0.69, 4.72, 0.38)
H (1.13, 5.28, -1.24)
H (5.01, 2.16, -0.47)
H (0.32, 2.88, -1.97)
H (0.02, 2.31, -0.41)
C (-4.63, -2.49, -1.87)
C (-4.05, -3.67, -1.40)
C (-2.75, -3.67, -0.97)
C (-1.94, -2.51, -1.00)
C (-2.55, -1.32, -1.43)
C (-3.88, -1.34, -1.84)
C (-0.53, -2.70, -0.77)
C (-0.07, -3.76, 0.05)
C (1.20, -4.23, -0.09)
C (1.99, -3.76, -1.16)
C (3.17, -4.40, -1.58)
C (3.86, -3.94, -2.68)
C (3.38, -2.84, -3.39)
C (2.24, -2.19, -2.99)
C (1.52, -2.61, -1.86)
N (0.35, -2.00, -1.52)
H (-5.64, -2.48, -2.26)
H (-4.61, -4.60, -1.42)
H (-2.31, -4.59, -0.65)
H (-4.32, -0.41, -2.18)
H (-0.73, -4.17, 0.80)
H (1.59, -5.01, 0.56)
H (3.50, -5.27, -1.04)
H (4.76, -4.44, -3.00)
H (3.91, -2.50, -4.27)
H (1.86, -1.36, -3.56)
C (-1.25, -1.38, 2.92)
C (-1.42, 0.04, 3.43)
C (-0.26, 1.02, 3.10)
C (-0.57, 2.36, 3.79)
C (0.53, 3.40, 3.61)
C (1.00, 0.41, 3.67)
O (1.35, 0.50, 4.83)
N (1.71, -0.30, 2.76)
C (1.35, -0.55, 1.41)
O (1.92, -1.46, 0.85)
N (0.47, 0.29, 0.84)
C (-0.16, 1.21, 1.59)
O (-0.68, 2.21, 1.07)
H (-2.12, -1.97, 3.20)
H (-0.37, -1.86, 3.35)
H (-1.16, -1.41, 1.84)
H (-1.52, 0.02, 4.52)
H (-2.34, 0.46, 3.02)
H (-0.71, 2.17, 4.86)
H (-1.51, 2.74, 3.38)
H (1.46, 3.04, 4.05)
H (0.25, 4.33, 4.10)
H (0.69, 3.60, 2.55)
H (2.51, -0.83, 3.09)
Cl (-3.63, 0.28, 0.76)
C (-2.74, 0.95, -0.55)
C (-1.99, 0.06, -1.39)
C (-1.41, 0.68, -2.54)
Cl (-0.66, -0.31, -3.73)
C (-1.61, 2.01, -2.84)
Cl (-1.02, 2.68, -4.32)
C (-2.28, 2.86, -1.93)
Cl (-2.31, 4.56, -2.20)
C (-2.85, 2.31, -0.79)
Cl (-3.72, 3.32, 0.30)